(1)
Molecular formula: C35H83NO2P2PtSi3Te
Method: DFT, ωB97M-V/def2-TZVPD

Output
Orbital gap = 7.0 eV
Total charge = +2
Relative energy (zero: lowest compared OMol25 entry of this formula, charge and spin) = 0.0000 eV

Element x y z (Å)
Pt1 0.61238 0.52179 -0.62554
C1 3.27862 3.43288 2.76446
P1 1.65753 3.05586 2.00259
C2 0.54593 4.08870 3.03259
C3 1.75284 4.10208 0.48659
C4 0.52172 3.95854 -0.39623
P2 0.30239 2.57202 -1.58206
C5 -1.34538 3.03499 -2.18655
C6 1.49616 2.96991 -2.87647
H1 3.47721 4.50584 2.78596
H2 4.08048 2.93592 2.21734
H3 3.28978 3.06124 3.79022
H4 0.94119 5.09761 3.16393
H5 0.42257 3.63206 4.01563
H6 -0.44185 4.15440 2.57262
H7 2.67023 3.87909 -0.05850
H8 1.82753 5.14893 0.79568
H9 0.46830 4.80565 -1.09051
H10 -0.39429 4.00482 0.19715
H11 -1.40603 4.12416 -2.17949
H12 -2.13015 2.65084 -1.53658
H13 -1.51177 2.68118 -3.19728
H14 1.20839 3.93494 -3.29986
H15 1.52691 2.21803 -3.65729
H16 2.48801 3.04071 -2.43744
C7 -1.27458 -2.89856 3.17214
Si1 -2.06930 -1.28284 3.66457
C8 -1.81577 -0.98467 5.49007
C9 -3.89749 -1.31237 3.28387
C10 -1.21644 0.28063 2.94958
Te1 -1.29963 1.28059 1.06002
C11 -3.38871 1.07305 0.68876
Si2 -4.38099 2.55190 1.36280
C12 -3.96184 4.05972 0.34138
C13 -3.91205 2.84633 3.14865
C14 -6.17186 2.07903 1.18849
H17 -2.03377 -3.68256 3.13401
H18 -0.53345 -3.20197 3.91501
H19 -0.77688 -2.86984 2.20466
H20 -2.20405 -1.82920 6.06452
H21 -2.33574 -0.08751 5.83219
H22 -0.75769 -0.87850 5.74158
H23 -4.35763 -2.07971 3.91246
H24 -4.13070 -1.57721 2.25152
H25 -4.38386 -0.36514 3.52482
H26 -0.14860 0.26927 3.18738
H27 -1.62563 1.09403 3.55950
H28 -3.68630 0.14544 1.17162
H29 -3.55280 0.94718 -0.37968
H30 -2.89636 4.30430 0.38726
H31 -4.50452 4.92907 0.71846
H32 -4.24311 3.93007 -0.70661
H33 -2.83872 3.01579 3.27660
H34 -4.20952 2.01501 3.79105
H35 -4.41653 3.74022 3.52194
H36 -6.42397 1.85528 0.14966
H37 -6.82301 2.89148 1.51766
H38 -6.41066 1.19945 1.79013
C15 3.97736 1.46685 -0.32966
C16 3.54933 0.28319 -1.17744
C17 4.49783 0.07502 -2.34549
O1 2.25080 0.46412 -1.74126
H39 4.93034 1.26805 0.16603
H40 3.22925 1.66223 0.44230
H41 4.11350 2.36058 -0.94269
H42 3.56247 -0.60849 -0.53979
H43 4.44682 0.93187 -3.02017
H44 4.24807 -0.82299 -2.90748
H45 5.52558 -0.01589 -1.98997
C18 -0.65299 0.56716 -4.42260
C19 -1.42295 -0.54412 -3.69541
C20 -1.93599 -1.47674 -4.81649
C21 -2.64862 0.05572 -2.99351
Si3 -0.35436 -1.46144 -2.39041
C22 1.20276 -2.26559 -3.13254
C23 0.70851 -3.49643 -3.95443
C24 2.22733 -2.82619 -2.14357
C25 1.89539 -1.34946 -4.15629
C26 -1.37222 -2.63960 -1.24802
C27 -2.31416 -3.44920 -2.17339
C28 -0.45906 -3.63535 -0.51469
C29 -2.26250 -2.00595 -0.18505
H46 -1.36276 1.28323 -4.84551
H47 -0.07534 0.17417 -5.25355
H48 0.04167 1.09345 -3.77967
H49 -2.54886 -0.86400 -5.48514
H50 -2.55999 -2.29336 -4.46456
H51 -1.12858 -1.88580 -5.42052
H52 -3.17912 0.72302 -3.67888
H53 -2.36495 0.63117 -2.11212
H54 -3.35320 -0.71307 -2.68079
H55 0.32310 -4.30310 -3.33713
H56 1.58281 -3.88821 -4.48225
H57 -0.03304 -3.25393 -4.71272
H58 1.86417 -3.74304 -1.68915
H59 2.48810 -2.12976 -1.35647
H60 3.13617 -3.08617 -2.69369
H61 1.27689 -1.20112 -5.03838
H62 2.80542 -1.85103 -4.49712
H63 2.17882 -0.38446 -3.74027
H64 -1.82635 -3.90009 -3.03306
H65 -3.15660 -2.85545 -2.52340
H66 -2.72586 -4.26520 -1.57245
H67 0.04131 -4.32774 -1.18626
H68 -1.07670 -4.24064 0.15577
H69 0.28803 -3.12852 0.09010
H70 -2.96878 -1.28882 -0.59206
H71 -1.67299 -1.52753 0.59581
H72 -2.84112 -2.80441 0.29014
O2 1.35312 -1.09306 0.63990
C30 1.73247 -1.47112 1.75907
C31 2.31382 -0.56545 2.79462
C32 3.85347 -0.67814 2.65319
C33 4.46773 -2.08910 2.58592
C34 4.17360 -2.88399 1.29920
C35 2.81632 -3.59699 1.29942
N1 1.83361 -2.79431 2.06322
H73 2.00656 -0.90075 3.79052
H74 1.98544 0.46146 2.64718
H75 4.28982 -0.13906 3.49506
H76 4.15161 -0.13465 1.75219
H77 4.19144 -2.67447 3.47077
H78 5.54751 -1.95886 2.66316
H79 4.95685 -3.62483 1.13482
H80 4.22413 -2.20067 0.44589
H81 2.87054 -4.56168 1.80104
H82 2.44926 -3.77181 0.29384
H83 2.03141 -2.89942 3.04931

(2)
Molecular formula: C35H90FN13O10P4
Method: DFT, ωB97M-V/def2-TZVPD

Output
Orbital gap = 7.6 eV
SMILES string = COCCCCCCCOC(=O)OC(=O)NC(=O)F.CN(C)P(=O)(N(C)C)N(C)C.CN(C)P(=O)(N(C)C)N(C)C.CN(C)P(=O)(N(C)C)N(C)C.CN(C)P(=O)(N(C)C)N(C)C

Element x y z (Å)
C1 6.11251 2.38532 2.92400
O1 6.90372 1.83162 1.88173
C2 6.05399 1.10411 0.99763
C3 6.70589 0.80878 -0.38461
C4 7.63665 1.93695 -0.92920
C5 6.89715 3.13863 -1.58213
C6 5.98614 3.97667 -0.61723
C7 4.47611 3.95131 -1.10537
C8 3.53649 3.80325 0.13715
O2 2.51201 4.85893 0.17673
C9 1.49515 4.35901 0.91847
O3 1.61089 4.01921 2.03201
O4 0.26963 4.24114 0.26598
C10 -0.36949 3.04094 0.60110
O5 -1.15562 3.04985 1.45384
N1 -0.09998 1.81492 -0.11043
C11 -1.05921 1.61890 -1.15817
O6 -1.51583 0.58269 -1.34196
F1 -1.45332 2.61423 -1.98139
H1 6.70745 2.50849 3.85241
H2 5.70296 3.39112 2.67645
H3 5.24126 1.73680 3.17419
H4 5.79262 0.14939 1.51510
H5 5.09447 1.64295 0.79967
H6 7.34345 -0.09528 -0.25537
H7 5.91254 0.52187 -1.10668
H8 8.39023 2.26117 -0.18314
H9 8.23447 1.46113 -1.74229
H10 7.68411 3.83180 -1.95734
H11 6.32916 2.83616 -2.48816
H12 6.09322 3.72306 0.45008
H13 6.29980 5.04054 -0.71221
H14 4.18781 4.88335 -1.62095
H15 4.35680 3.04707 -1.72759
H16 2.98116 2.84362 0.01158
H17 4.06655 3.75329 1.10175
H18 0.84150 1.80654 -0.51691
O7 -7.50984 2.80420 -3.14005
P1 -6.75829 2.89082 -1.81724
N2 -8.09602 3.22755 -0.81906
C12 -8.30351 4.35841 0.05311
C13 -9.25088 2.34807 -0.86549
N3 -5.87397 4.32223 -2.24668
C14 -6.50140 5.63156 -2.22866
C15 -5.11106 4.16598 -3.48315
N4 -5.75100 2.75650 -0.36766
C16 -5.96640 1.45953 0.32179
C17 -4.29874 2.96714 -0.48267
H19 -7.37044 4.72174 0.48670
H20 -8.94059 4.09106 0.90351
H21 -8.79193 5.18192 -0.47937
H22 -9.38950 1.84583 0.10131
H23 -9.12918 1.56680 -1.61535
H24 -10.16573 2.89861 -1.10766
H25 -7.45495 5.64316 -2.77126
H26 -5.84734 6.38217 -2.67773
H27 -6.66179 5.97574 -1.20667
H28 -5.73858 4.27593 -4.37448
H29 -4.64116 3.17835 -3.52684
H30 -4.30285 4.90206 -3.53061
H31 -6.93854 1.45106 0.82033
H32 -5.22762 1.28064 1.10406
H33 -5.93080 0.62215 -0.37870
H34 -4.06197 4.00672 -0.69742
H35 -3.85549 2.33247 -1.25460
H36 -3.79499 2.75836 0.46504
O8 1.67800 -3.51307 2.86213
P2 0.24931 -3.03394 2.62991
N5 -0.46823 -3.80396 3.96757
C18 -1.55607 -4.75208 3.98056
C19 0.09240 -3.59000 5.29019
N6 0.03522 -3.92971 1.15699
C20 -0.21328 -5.36012 1.17201
C21 1.05458 -3.62483 0.15669
N7 -1.28977 -2.22145 2.30789
C22 -1.50968 -1.08776 3.24315
C23 -1.57380 -1.74130 0.94409
H37 -2.27773 -4.56295 3.18425
H38 -2.12400 -4.69035 4.91522
H39 -1.18479 -5.77864 3.88685
H40 -0.63029 -3.07227 5.93355
H41 0.98595 -2.96768 5.25022
H42 0.36982 -4.53593 5.76671
H43 0.50671 -5.90061 1.79919
H44 -0.16094 -5.77448 0.16276
H45 -1.22576 -5.57875 1.51196
H46 1.99622 -4.15100 0.34982
H47 1.27072 -2.55170 0.13826
H48 0.70230 -3.89279 -0.84403
H49 -1.75030 -1.46037 4.24130
H50 -2.35484 -0.46896 2.94084
H51 -0.62831 -0.44725 3.31695
H52 -1.72620 -2.56802 0.25436
H53 -0.77594 -1.10085 0.56170
H54 -2.50830 -1.17635 0.91461
O9 10.02453 -0.27964 -3.62837
P3 10.22249 -1.07482 -4.91419
N8 9.36991 -2.47222 -4.44788
C24 9.84318 -3.83446 -4.38420
C25 8.00958 -2.33821 -3.95722
N9 11.93694 -1.25664 -4.70866
C26 12.48814 -2.21689 -3.76886
C27 12.62692 0.02245 -4.55619
N10 10.38843 -1.75440 -6.54128
C28 9.12684 -1.62393 -7.31519
C29 11.49378 -1.29400 -7.39962
H55 10.58609 -4.04949 -5.15363
H56 9.02739 -4.54530 -4.55394
H57 10.27494 -4.05550 -3.40198
H58 7.30634 -2.83729 -4.63584
H59 7.70688 -1.29280 -3.89756
H60 7.89842 -2.77191 -2.95785
H61 12.03177 -2.13453 -2.77458
H62 13.56588 -2.07840 -3.65906
H63 12.37325 -3.23640 -4.13692
H64 12.53897 0.42270 -3.54013
H65 12.21723 0.76862 -5.24427
H66 13.68809 -0.08270 -4.80059
H67 8.37847 -2.32607 -6.94194
H68 9.26845 -1.86697 -8.36820
H69 8.71558 -0.61421 -7.25066
H70 12.45504 -1.63529 -7.02352
H71 11.51517 -0.20468 -7.49700
H72 11.41086 -1.72544 -8.39956
O10 -10.50504 -2.03930 5.18326
P4 -9.28970 -1.49607 4.44166
N11 -10.04318 -1.22489 2.93967
C30 -9.68934 -1.76173 1.64742
C31 -11.25630 -0.42715 2.89156
N12 -8.41378 -2.99508 4.48257
C32 -8.74619 -4.08882 3.58703
C33 -8.24132 -3.51270 5.83822
N13 -7.83095 -0.71134 3.81532
C34 -7.97671 0.76626 3.79480
C35 -6.52906 -1.02807 4.42805
H73 -8.61304 -1.90871 1.54222
H74 -9.97441 -1.07577 0.84204
H75 -10.19731 -2.71501 1.46459
H76 -11.08661 0.49430 2.31986
H77 -11.57862 -0.12837 3.88862
H78 -12.08138 -0.97846 2.42914
H79 -9.81878 -4.31930 3.59253
H80 -8.20374 -4.99570 3.86307
H81 -8.42746 -3.87160 2.56728
H82 -9.14062 -4.01824 6.20675
H83 -8.00573 -2.70274 6.53564
H84 -7.40366 -4.21556 5.87666
H85 -8.65712 1.07062 2.99597
H86 -7.03151 1.26948 3.58870
H87 -8.36541 1.14678 4.74187
H88 -6.22579 -2.04872 4.20728
H89 -6.53674 -0.88495 5.51256
H90 -5.74084 -0.39995 4.00560

(3)
Molecular formula: C35H95BeN5O11
Method: DFT, ωB97M-V/def2-TZVPD

Output
Orbital gap = 5.9 eV

Element x y z (Å)
Be1 -2.42820 1.89730 -3.06467
C1 -0.10081 1.06778 0.91935
C2 -0.66763 0.27880 -0.21381
C3 -0.96625 -1.21389 0.08350
O1 -1.72552 1.00779 -0.76407
H1 0.83747 0.61348 1.23770
H2 -0.71071 1.16355 1.81766
H3 0.20095 2.06356 0.59460
H4 0.07433 0.27767 -1.01231
H5 -1.22946 -1.72801 -0.84090
H6 -1.76691 -1.28337 0.81985
H7 -0.13070 -1.73930 0.54599
C4 -0.41282 -1.25353 -3.88152
C5 -1.13472 -0.79961 -5.17832
C6 -2.29199 -1.67543 -5.56755
O2 -1.57046 0.52844 -5.11150
H8 -0.13934 -2.30042 -4.01320
H9 -0.98102 -1.29795 -2.95240
H10 0.49539 -0.67493 -3.71276
H11 -0.39421 -0.80831 -5.97811
H12 -3.08263 -1.56148 -4.82592
H13 -2.04263 -2.71609 -5.77477
H14 -2.77422 -1.34447 -6.48735
C7 -2.22014 1.75715 5.03448
C8 -0.87180 2.37654 4.80313
O3 0.04150 2.26095 5.86377
H15 -2.23631 0.70226 5.30842
H16 -2.81705 1.92450 4.13793
H17 -2.71464 2.35328 5.80142
H18 -0.97964 3.44485 4.61557
H19 -0.51649 1.92922 3.87481
H20 -0.01268 1.32882 6.08693
C9 -4.95159 -0.69950 1.91800
C10 -4.45900 -2.10279 1.43137
O4 -5.59272 -2.85748 0.97202
H21 -4.09794 -0.15007 2.31488
H22 -5.63146 -0.76467 2.76748
H23 -5.33224 -0.00832 1.16601
H24 -3.96955 -2.66324 2.22788
H25 -3.75689 -1.92615 0.61655
H26 -6.29304 -2.73287 1.61671
C11 -2.97269 4.73638 2.44445
C12 -2.30623 3.86869 1.36674
O5 -2.97082 2.61135 1.41857
H27 -3.02129 4.20836 3.39678
H28 -3.98323 5.02321 2.15352
H29 -2.38615 5.60275 2.75019
H30 -1.23262 3.80379 1.54349
H31 -2.43261 4.24631 0.35208
H32 -2.51143 1.98380 0.85578
C13 2.31355 2.54548 -1.87582
C14 1.04333 3.31941 -2.17628
C15 1.25645 4.62054 -2.93250
O6 2.05843 5.53020 -2.18936
C16 2.31676 6.62087 -3.11722
N1 0.22880 2.42734 -2.96870
H33 2.98482 3.10410 -1.22356
H34 2.76118 2.34134 -2.84847
H35 2.19739 1.52665 -1.50621
H36 0.43564 3.54517 -1.30001
H37 0.28721 5.00748 -3.24705
H38 1.73978 4.39066 -3.88205
H39 2.84811 6.39623 -4.04205
H40 2.93234 7.39801 -2.66419
H41 1.40994 7.18705 -3.32988
H42 0.34257 1.50317 -2.57747
H43 0.63332 2.30100 -3.88549
C17 2.44684 2.07034 3.37235
C18 3.37744 2.34997 2.10358
C19 4.21822 3.65726 2.24578
O7 3.45266 4.87453 2.13326
C20 3.04235 5.07441 0.78911
N2 4.27814 1.18988 2.04961
H44 1.70709 2.86479 3.47088
H45 2.94638 2.22401 4.32888
H46 1.84561 1.16121 3.38234
H47 2.69464 2.34787 1.25395
H48 5.00167 3.73730 1.49219
H49 4.75427 3.62636 3.19435
H50 2.67490 6.10038 0.76758
H51 2.18364 4.45847 0.52204
H52 3.92536 5.07978 0.15007
H53 3.67738 0.40247 1.85168
H54 4.95377 1.33346 1.31272
C21 4.56274 -2.59785 3.42504
C22 3.85670 -2.84619 2.10257
C23 4.80977 -2.54265 0.89539
O8 4.14398 -2.67864 -0.34861
C24 3.19061 -1.64095 -0.64518
N3 3.32223 -4.18581 2.05972
H55 5.07243 -1.63573 3.47636
H56 5.34792 -3.35288 3.46400
H57 3.93370 -2.62586 4.31477
H58 3.01708 -2.15113 2.09739
H59 5.75598 -3.08254 0.85899
H60 5.18174 -1.51999 0.95800
H61 2.87146 -1.81874 -1.67213
H62 3.69591 -0.67523 -0.65725
H63 2.31757 -1.63476 0.00740
H64 2.90012 -4.34239 1.15562
H65 2.53449 -4.24211 2.68932
C25 -6.48224 1.88321 -5.46633
C26 -5.42963 1.72870 -4.33818
C27 -5.37553 0.38171 -3.71616
O9 -4.37755 0.27601 -2.71679
C28 -4.35304 -1.01845 -2.05548
N4 -4.15177 2.17118 -4.95553
H66 -6.29241 1.17423 -6.27219
H67 -6.41715 2.88285 -5.89597
H68 -7.49628 1.76288 -5.08511
H69 -5.69277 2.42217 -3.53946
H70 -5.27397 -0.37108 -4.49788
H71 -6.35175 0.14369 -3.29374
H72 -4.44336 -1.85543 -2.74788
H73 -5.13575 -1.14327 -1.30722
H74 -3.39466 -1.16284 -1.55673
H75 -4.31433 2.96562 -5.55764
H76 -3.82995 1.47410 -5.61174
C29 4.20453 -6.44572 -0.73255
C30 3.34248 -5.78008 -1.81682
C31 1.84817 -5.52902 -1.44179
O10 1.66105 -4.77997 -0.19724
C32 0.30608 -4.50171 0.03461
N5 4.04295 -4.57148 -2.18523
H77 4.45178 -5.68871 0.01170
H78 5.13024 -6.82184 -1.16810
H79 3.76370 -7.31485 -0.24430
H80 3.31188 -6.37203 -2.73156
H81 1.40415 -6.51321 -1.29235
H82 1.37250 -5.01713 -2.27833
H83 -0.02119 -3.93084 -0.83434
H84 0.21803 -3.91524 0.94916
H85 -0.33082 -5.37222 0.19171
H86 4.09134 -4.03562 -1.33047
H87 5.03593 -4.69328 -2.32395
C33 -1.27724 -3.19791 3.86336
C34 0.10348 -2.76186 4.35927
C35 0.48552 -1.39395 3.80485
O11 0.07933 -2.69634 5.73722
H88 -1.30329 -3.31341 2.77981
H89 -2.06944 -2.46091 3.99503
H90 -1.52652 -4.20842 4.18712
H91 0.87501 -3.46667 4.04929
H92 0.63270 -1.46056 2.72689
H93 1.39292 -1.00035 4.26288
H94 -0.22350 -0.57147 3.89919
H95 -0.50275 -3.40325 6.02540